# 1
Entry from OMol25: C3H4N2O in the gas phase (ωB97M-V/def2-TZVPD).

2S+1: 1
ΔE to the lowest compared entry with this formula, charge and spin: 65.5 kcal per mole
LUMO: 0.034 Ha
HOMO: -8.99 eV
Total charge: 0
SMILES: Nc1ccon1
Total energy: -301.38293 hartree

Last column: Löwdin charge in e.
Atoms and positions in Å:
1 H 2.45 0.40 0.37  0.162
2 C 0.39 -0.28 -0.02  -0.472
3 O -1.67 -0.96 -0.05  -0.015
4 N -0.36 -1.36 -0.07  0.078
5 H 1.97 -1.30 -0.02  0.090
6 C -1.58 0.35 0.01  -0.194
7 N 1.74 -0.31 -0.10  0.094
8 H -2.61 0.76 0.04  0.144
9 H 0.07 1.84 0.03  0.128
10 C -0.40 0.87 -0.18  -0.015

***

# 2
Entry from OMol25: C13H16N4O2S in the gas phase (ωB97M-V/def2-TZVPD).

2S+1: 1
ΔE to the lowest compared entry with this formula, charge and spin: 251.1 kcal per mole
LUMO: 0.006 Ha
HOMO: -8.25 eV
Total charge: 0
SMILES: Cn1c(SCC(=O)N2CCOCC2)nc2cccnc21
Total energy: -1272.29390 hartree

Last column: Löwdin charge in e.
Atoms and positions in Å:
1 C 2.83 -1.12 0.24  -0.313
2 N -2.11 0.18 0.94  -0.069
3 H -0.37 4.72 1.17  -0.005
4 C -2.04 3.59 0.67  0.032
5 H 2.12 -0.87 -2.84  0.151
6 H 2.64 -2.68 -1.24  0.163
7 H -1.92 -2.91 -0.62  0.080
8 H 1.81 1.02 -0.40  0.087
9 C -0.85 -2.72 -0.52  -0.264
10 C -0.19 -1.67 -1.16  -0.461
11 C -3.26 -0.50 0.54  -0.033
12 H -3.12 -0.74 -0.64  0.149
13 N -2.56 2.36 0.55  0.129
14 H 0.91 0.29 -2.60  0.088
15 O -0.95 -0.79 -1.84  -0.066
16 H -3.36 -1.36 0.97  -0.001
17 H 1.63 -2.95 0.25  0.152
18 N 0.09 0.31 1.57  0.108
19 H 1.25 3.07 1.73  0.125
20 H -2.76 4.25 0.58  0.031
21 C -0.33 1.66 1.23  -0.199
22 S -0.79 -2.36 1.44  0.907
23 H 2.16 -0.62 1.14  0.146
24 C 2.44 0.48 -1.03  -0.235
25 H -4.21 0.09 0.66  0.121
26 C -0.49 3.82 1.32  0.046
27 H 2.70 1.27 -1.99  0.194
28 C 1.53 -0.32 -2.06  -0.029
29 C 1.89 -2.12 -0.53  -0.275
30 O 3.33 -0.20 -0.41  -0.041
31 C 0.26 2.78 1.54  -0.091
32 N 1.13 -1.45 -1.23  -0.111
33 C -1.05 -0.51 1.31  -0.525
34 C -1.74 1.45 0.94  -0.287
35 H 3.70 -1.77 0.97  0.195
36 H -0.29 -3.66 -0.64  0.098

***

# 3
Entry from OMol25: 2 unconnected molecules or ions with the total composition C6H14N2O2 (ωB97M-V/def2-TZVPD).

2S+1: 1
ΔE to the lowest compared entry with this formula, charge and spin: 21.7 kcal per mole
LUMO: 0.019 Ha
HOMO: -9.73 eV
Total charge: 0
SMILES: CNC(C)=O.CNC(C)=O
Total energy: -497.02294 hartree

Last column: Löwdin charge in e.
Atoms and positions in Å:
1 H -0.44 0.10 -3.29  0.083
2 N -0.61 -0.84 1.87  -0.002
3 C -1.80 -0.91 1.24  -0.564
4 C -1.74 -1.51 -0.16  -0.006
5 H 0.25 -0.99 1.38  0.112
6 H -1.16 1.58 -2.77  0.081
7 H 2.84 -0.14 -0.05  0.087
8 H -0.69 -1.48 -0.51  0.059
9 H -0.05 0.71 -0.83  0.101
10 C 1.89 0.92 -1.55  -0.545
11 H -2.22 -0.98 -0.97  0.077
12 N 0.52 0.86 -1.65  -0.011
13 H -0.71 -1.35 3.87  0.088
14 O 2.57 1.18 -2.53  0.047
15 H -1.18 0.39 3.54  0.086
16 C -0.54 -0.45 3.27  -0.066
17 C -0.20 1.10 -2.90  -0.066
18 H 3.14 1.64 -0.01  0.087
19 H 0.47 1.58 -3.60  0.077
20 C 2.40 0.85 -0.12  -0.001
21 H -2.00 -2.57 -0.13  0.085
22 O -2.86 -0.61 1.77  0.053
23 H 0.47 -0.12 3.50  0.078
24 H 1.64 1.02 0.64  0.060

***

# 4
Entry from OMol25: 2 unconnected molecules or ions with the total composition C23H18F (ωB97M-V/def2-TZVPD).

2S+1: 1
LUMO: -0.190 Ha
HOMO: -11.14 eV
Total charge: +1
Total energy: -986.73746 hartree

Last column: Löwdin charge in e.
Atoms and positions in Å:
1 C -0.67 -1.11 0.36  -0.099
2 C -4.32 1.58 -1.24  -0.057
3 H 4.38 2.52 -1.36  0.132
4 C 0.97 2.73 -1.07  0.061
5 H 1.46 -0.63 -0.87  0.104
6 C 2.30 3.09 -1.16  -0.228
7 H 0.26 3.54 -1.21  0.105
8 H 1.19 -1.87 4.55  0.122
9 C -3.15 0.88 -0.98  -0.020
10 C -1.91 1.55 -0.78  -0.186
11 H -0.82 -0.06 -1.56  0.112
12 H -3.19 -0.21 -0.91  0.111
13 H 0.05 -0.52 2.95  0.137
14 C 1.69 0.43 -0.97  -0.027
15 H -5.26 1.05 -1.39  0.115
16 C -3.14 3.67 -0.90  -0.049
17 C 3.35 2.18 -1.20  0.027
18 H 2.01 -4.65 0.18  0.136
19 C 2.47 -3.93 2.12  -0.036
20 H 2.69 -3.60 4.19  0.125
21 H -5.23 3.55 -1.53  0.121
22 C 3.01 0.82 -1.11  -0.043
23 C -0.03 -3.15 -0.60  -0.016
24 C 0.32 -1.76 1.24  -0.131
25 F 2.59 4.42 -1.35  0.050
26 H 3.81 0.07 -1.11  0.116
27 H -3.16 4.76 -0.80  0.118
28 C -1.97 2.96 -0.62  -0.017
29 H 3.29 -4.65 2.17  0.125
30 C 0.55 -1.43 2.57  0.031
31 H -1.13 3.52 -0.24  0.099
32 H -1.42 -0.46 0.84  0.133
33 C 0.62 1.36 -0.92  -0.164
34 C -4.32 2.99 -1.27  -0.036
35 C 0.77 -2.98 0.58  -0.146
36 H -1.67 -2.00 -1.51  0.120
37 C 1.76 -3.90 0.94  0.016
38 C -0.69 0.75 -0.84  0.020
39 C 1.27 -2.19 3.50  -0.031
40 C 2.16 -3.24 3.30  -0.032
41 H 0.05 -4.01 -1.27  0.124
42 C -0.93 -2.08 -0.71  -0.043

***

# 5
Entry from OMol25: C3H6O in the gas phase (ωB97M-V/def2-TZVPD).

2S+1: 1
ΔE to the lowest compared entry with this formula, charge and spin: 42.8 kcal per mole
LUMO: 0.044 Ha
HOMO: -10.04 eV
Total charge: 0
SMILES: C[C@H]1CO1
Total energy: -193.07505 hartree

Last column: Löwdin charge in e.
Atoms and positions in Å:
1 H 0.68 0.16 -1.83  0.079
2 C -0.57 -1.02 0.74  -0.219
3 C 0.77 0.67 -0.86  -0.035
4 H -1.23 1.01 0.17  0.117
5 H -1.56 -1.30 0.89  0.074
6 C -0.41 0.33 0.13  -0.199
7 H 1.70 0.46 -0.35  0.077
8 H 0.01 -1.96 0.67  0.125
9 O -0.06 -0.05 1.57  -0.066
10 H 0.68 1.70 -1.13  0.047